Computed, not measured: the molecule C3H7NO3, with ωB97M-V/def2-TZVPD.

```
14
C3H7NO3 | OMol25 | ωB97M-V/def2-TZVPD
O -1.319 1.985 0.919
C -0.834 0.885 0.917
O -1.223 -0.140 1.702
N 0.178 0.526 0.078
C 0.879 -0.741 0.136
C 0.871 -1.474 -1.184
O 1.174 -0.619 -2.308
H -2.000 0.201 2.172
H 0.529 1.074 -0.692
H 0.326 -1.434 0.766
H 1.886 -0.653 0.556
H 1.584 -2.298 -1.222
H -0.115 -1.891 -1.398
H 1.969 -0.962 -2.728
```

Electronic energy in eV: -10857.4167
E_HOMO in eV: -9.743
LUMO level in eV: 0.65
ΔE to the lowest compared entry with this formula, charge and spin in kcal/mol: 21.9
Kohn-Sham gap in eV: 10.39
Multiplicity: 1